Entry 1:
C9H16N2O2 | ωB97M-V with the def2-TZVPD basis set

```
29
Properties=species:S:1:pos:R:3:forces:R:3:mulliken_charge:R:1
N -2.084 1.511 1.896 -2.1101 0.2518 0.5227 -0.19
C 2.030 -2.062 -1.865 -1.9709 1.3780 -2.1994 -0.82
H -2.924 0.707 2.208 3.8283 3.1933 -1.2951 0.37
C -1.628 -2.098 -0.154 -3.4405 1.7344 1.6940 -0.67
H 3.470 -0.379 -2.574 -0.5539 -2.5963 2.8922 0.24
H 1.270 -1.835 0.154 -0.7573 0.2329 -1.8669 0.25
H -0.275 0.417 2.111 0.0199 -1.2564 0.5035 0.46
H -2.428 -3.118 -0.088 2.7974 3.1508 -0.0955 0.26
C 0.893 -1.620 -0.950 2.7771 2.7417 3.1056 -0.17
H 1.419 2.388 1.982 -2.7606 -0.3933 -0.4066 0.32
H -1.250 -1.705 0.975 -1.3686 -1.2643 -2.9738 0.09
O -3.834 3.056 1.204 4.0856 -1.6625 1.5924 -0.61
C -2.629 2.778 1.485 -2.0369 0.8495 -2.1556 0.27
H 4.006 -2.161 -2.571 -1.0578 1.9150 2.4875 0.26
N -1.637 3.813 1.191 -1.1519 -3.1857 0.8707 -0.09
H 2.117 -3.070 -1.962 0.5118 -3.4562 1.1067 0.58
C 3.366 -1.413 -1.798 2.2607 0.7165 -6.0085 -1.13
H 1.092 -0.480 -1.029 -1.4144 -1.2723 0.3806 0.18
C 0.256 2.389 1.815 -0.3727 0.7391 0.6424 -0.33
O 0.175 4.726 2.387 -2.5223 -3.9578 -3.5694 -0.61
C -0.643 1.396 2.012 -0.6898 0.3092 -0.8748 -0.28
H -2.391 -1.140 -0.739 2.0160 -2.8603 2.6135 0.18
C -0.396 3.723 1.750 3.9408 4.3038 3.8886 0.44
H 1.765 -1.993 -2.957 -0.4918 0.8903 0.7097 0.33
H -2.045 4.680 0.927 -0.2171 0.7781 0.2386 0.25
H -0.119 -3.351 -1.398 -1.7502 2.7219 0.5616 0.13
C -0.488 -2.179 -1.125 1.0900 -3.1403 -3.1227 -0.21
H 3.866 -1.287 -0.872 0.3924 0.1574 0.8091 0.35
H -0.953 -1.694 -2.016 0.9467 -1.0183 -0.0512 0.16
```
Forces are in eV/Å.

Its total charge is 0. For the highest occupied orbital energy, the calculation gives -9.563 eV.


Entry 2:
C9H16N2P | ωB97M-V with the def2-TZVPD basis set

```
28
Properties=species:S:1:pos:R:3:forces:R:3:mulliken_spin:R:1
H 1.860 1.562 0.376 -0.7605 -0.9067 -0.7876 0.08
C -4.218 -0.680 0.169 -2.5124 2.5297 -1.9058 0.00
C -1.860 -1.124 -0.194 1.1111 -0.5440 1.1866 0.00
H -2.211 -1.337 -1.217 0.4535 -0.1540 0.3751 0.00
C 0.078 0.447 0.432 -0.0390 -0.8892 2.3719 0.04
H -2.647 0.656 -0.021 -0.1673 2.6636 -1.0741 0.00
H 6.227 2.048 -0.635 -1.1323 0.1763 1.0197 0.10
C -1.468 -2.342 0.672 -1.2366 -0.4833 -1.1754 0.00
H -4.139 -1.402 -0.557 -0.3365 -1.8170 -2.0861 0.00
P 3.031 3.556 0.450 -4.9711 2.7118 1.0606 0.97
H 5.141 0.862 -0.061 -1.0066 -2.2202 -0.5972 0.04
H -1.637 -2.061 1.701 0.6473 0.1775 0.4265 0.00
H -4.842 0.167 -0.306 0.6638 -1.4160 1.0350 0.00
N 1.239 0.815 -0.083 0.0454 1.4536 1.3222 -0.03
H -4.731 -1.152 0.935 -0.9797 -0.4725 1.7798 0.00
N -0.559 -0.374 -0.366 -0.9619 0.2840 -1.6067 -0.01
H 2.056 0.485 -1.967 1.6452 0.4463 -1.3497 0.00
C 0.148 -0.406 -1.530 1.7270 1.1324 1.7125 0.00
H -0.408 -2.461 0.379 -0.6636 -1.2395 0.7753 0.00
H -2.199 -3.216 0.560 1.4913 0.9451 -0.3849 0.00
C 1.280 0.317 -1.319 -0.9074 -0.6764 -0.7894 0.00
H -0.121 0.477 1.476 -0.4368 0.6431 0.5293 0.02
C 4.345 2.780 0.212 5.0142 -2.2314 -1.2372 0.79
H 5.957 1.753 1.138 -0.4870 0.4278 -0.8935 0.01
C 5.407 1.838 0.153 2.7935 1.1434 0.6880 -0.02
C -2.874 -0.234 0.438 1.2798 0.2634 1.8500 0.00
H -0.070 -0.960 -2.350 -0.9928 -1.5033 -2.1375 0.00
H -2.787 -0.012 1.511 0.7193 -0.4446 -0.1072 0.00
```
Forces are in eV/Å.

Its total charge is +1. The spin multiplicity is 3. For the highest occupied orbital energy (spin up / spin down), the calculation gives -9.410 / -13.015 eV. The expectation value of S² is 2.007.


Entry 3:
C9H16N3 | ωB97M-V with the def2-TZVPD basis set

```
28
Properties=species:S:1:pos:R:3:forces:R:3:mulliken_charge:R:1
H 1.580 1.831 1.918 0.2682 -0.1890 -0.5837 0.22
C -1.353 0.767 -2.571 -0.0650 1.1944 1.5895 -0.49
N 1.936 -1.340 1.611 0.8187 0.4736 -0.1594 -0.22
C -2.560 -1.476 -2.398 1.1287 -1.3425 -1.6241 -1.29
C -0.983 2.030 -1.989 -0.7088 -1.0842 -1.3432 -0.42
H 2.718 -1.392 3.516 -0.5800 -1.2045 0.6034 0.33
H 1.366 -0.355 -0.753 0.0975 -0.4907 0.3297 0.22
C -1.857 -0.324 -1.782 0.4413 1.3237 -2.7257 0.69
N 2.155 0.999 1.987 0.3045 0.1001 0.8234 -0.36
H -3.347 -1.745 -1.725 -0.2736 -0.8499 0.3418 0.36
H 2.820 1.001 2.757 -0.5891 -0.3277 -0.0829 0.24
H -1.790 -2.277 -2.609 -1.0239 0.2790 0.7542 0.26
C 2.026 -0.067 1.182 -0.0857 -0.9077 -0.9006 0.54
H -1.018 3.052 -0.039 0.4047 -0.0481 -0.4751 0.44
C -1.721 -0.238 -0.433 1.4823 1.2579 1.9644 -0.59
C -1.045 2.121 -0.610 -0.0347 0.3767 0.6867 -0.64
H -1.315 0.985 1.214 0.1659 0.3626 -0.3123 0.46
H 2.234 1.024 -0.500 0.1674 0.2399 0.2097 0.29
H -1.311 0.766 -3.644 -0.3618 -0.5273 -0.3325 0.42
N 2.037 0.103 -0.145 -0.6016 0.6486 -0.5171 -0.38
H -3.022 -1.397 -3.407 0.3333 0.8542 0.6849 0.36
H 2.417 -2.026 0.994 -0.8707 0.5886 0.7963 0.31
H 1.120 -2.532 3.176 1.4787 0.4046 0.2149 0.32
H 1.049 -0.806 3.379 0.4100 -0.3764 0.0682 0.32
H -1.771 -0.969 0.371 -0.9022 -0.7068 -0.8796 0.35
C -1.289 0.970 0.118 -0.4252 -0.0821 0.8061 -0.27
C 1.740 -1.609 3.059 -0.9787 1.0842 -0.9148 -0.85
H -0.815 2.904 -2.678 -0.0003 -1.0510 0.9779 0.36
```
Forces are in eV/Å.

Its total charge is +1. For the highest occupied orbital energy, the calculation gives -11.927 eV.


Entry 4:
C9H16N3 | ωB97M-V with the def2-TZVPD basis set

```
28
Properties=species:S:1:pos:R:3:forces:R:3:mulliken_charge:R:1
C -1.377 -1.048 1.612 0.6946 3.1856 0.4355 -0.61
H -0.884 2.359 1.306 1.2661 -1.5342 0.3856 0.64
H 2.790 -0.189 2.902 -0.3189 -0.3191 -0.1141 0.32
C 2.383 -0.924 2.197 2.7105 -0.0123 -3.1753 -1.30
C 0.295 0.445 -2.058 -0.0492 -2.2718 -1.0074 0.60
H -2.228 0.491 -1.098 0.8922 -1.4971 -1.5721 0.08
H -0.441 -1.553 -2.532 0.7993 1.0664 -0.2081 0.30
H -2.446 0.166 -2.954 0.5088 0.0293 1.5399 0.34
N -0.592 -0.559 -2.330 -1.9109 1.8952 2.5172 -0.13
C -1.641 0.369 1.661 2.7531 -0.2920 -2.0937 -0.79
C 0.741 0.739 1.416 1.3294 5.6521 -0.1834 -0.19
C 1.064 -0.535 1.618 -1.6124 -3.1722 2.6904 0.68
N 1.535 0.212 -2.657 -2.5391 6.3596 1.2343 -0.44
H 1.565 1.564 1.414 -1.0766 -1.6801 -0.1363 0.40
H 2.496 -1.948 2.552 -0.5313 0.1779 0.2588 0.36
H -2.569 0.856 1.526 -1.3558 -0.2191 0.4006 0.53
H -0.964 1.818 -0.931 2.0992 -0.9193 -0.9333 0.32
H 0.037 -2.452 1.961 0.9722 -1.5303 0.1561 0.40
H 1.909 0.979 -3.228 0.1859 -0.9273 0.6541 0.24
H -2.203 -1.719 1.511 -0.1694 -0.5719 0.4224 0.50
H 3.122 -0.921 1.269 -0.9500 0.1319 1.8567 0.27
N -0.015 1.535 -1.322 2.0559 0.9520 -0.7856 -0.38
H -2.702 -1.110 -1.810 1.5066 0.5255 0.1431 0.30
C -0.545 1.270 1.438 -2.6863 -0.8800 0.6866 -0.54
H 1.865 -0.656 -2.632 1.7434 -4.0473 -0.4088 0.18
C -0.038 -1.433 1.747 -1.0730 1.0928 -0.9909 -0.64
C -1.999 -0.237 -1.976 -2.6175 0.2339 -0.9762 -0.72
H 0.868 2.117 -1.027 -2.6268 -1.4280 -0.7961 0.30
```
Forces are in eV/Å.

Its total charge is +1. For the highest occupied orbital energy, the calculation gives -12.110 eV.


Entry 5:
C9H16N3O2 | ωB97M-V with the def2-TZVPD basis set

```
30
Properties=species:S:1:pos:R:3:forces:R:3:mulliken_charge:R:1
C -1.187 1.135 1.208 -1.2292 -1.7854 -0.7988 -0.51
H 2.347 0.527 -1.320 0.7935 -0.7563 0.5251 0.45
H 0.521 3.326 -0.485 -0.7206 -2.2850 -1.3097 0.23
C -1.320 -0.951 -0.921 -2.4831 0.5729 -0.9633 -0.65
C -0.665 1.661 2.570 -0.8210 -0.1002 -2.6529 0.17
H 1.043 1.831 3.572 0.6679 0.6886 1.6419 0.26
H 0.958 -2.010 -1.615 -0.0615 1.1144 1.6534 0.28
H 0.446 -2.030 1.847 -0.2672 1.0946 -0.8847 0.31
N -0.189 -0.992 -0.050 0.5021 1.1695 2.6095 0.19
H -1.404 -1.934 -1.452 -0.2373 1.0112 0.4101 0.34
C 1.038 -1.204 -0.793 2.6786 -0.9346 -0.8648 -0.23
H -1.724 1.933 0.601 0.9957 -0.6778 1.1761 0.44
H 0.361 2.415 -2.148 -0.0620 0.5209 0.5433 0.36
H -1.386 -2.053 1.564 2.1825 0.7957 -1.4121 0.28
C -0.034 0.460 0.424 1.6244 1.1079 3.5031 -0.41
H 1.207 0.266 -2.483 -0.7526 -0.3659 0.3459 0.47
C 1.336 0.155 -1.390 0.6024 2.1649 -1.4122 -0.81
C -0.321 -1.960 1.043 -1.6994 -3.8475 0.8320 -0.79
C 1.445 0.639 2.022 -2.6497 -2.0955 -2.6082 0.41
H -1.054 2.425 -1.026 1.7201 0.2276 -0.2921 0.36
H -2.076 0.389 1.378 1.8287 1.2082 0.1515 0.31
N 0.635 1.316 2.844 0.5218 0.0608 0.0843 -0.05
H 1.856 -1.429 -0.042 -1.0139 -0.1065 -0.9326 0.38
O 2.540 0.198 2.113 -0.1217 0.5937 -0.0816 -0.47
H -1.069 -0.069 -1.635 -1.1335 -1.7460 0.9567 0.29
O -1.319 2.392 3.227 -0.4879 0.5777 1.2152 -0.51
N 0.514 1.108 -0.646 -0.0353 -2.0282 0.3899 0.05
H -2.222 -0.732 -0.201 1.3977 -0.5244 -2.1112 0.35
C 0.096 2.359 -1.075 -1.2915 3.2459 -0.5879 -0.93
H -0.182 -2.958 0.496 -0.4482 1.0988 0.8741 0.42
```
Forces are in eV/Å.

Its total charge is +1. For the highest occupied orbital energy, the calculation gives -11.585 eV.


Entry 6:
C9H16N4O4S | ωB97M-V with the def2-TZVPD basis set

```
34
Properties=species:S:1:pos:R:3:forces:R:3:mulliken_charge:R:1
S 3.874 -0.258 -2.246 0.2727 -0.2959 0.7653 -0.26
H -0.625 1.816 -1.909 1.3955 2.7229 -1.4478 0.22
H -2.814 1.632 -0.780 -0.8755 0.2412 -0.6042 0.39
N 4.460 -0.702 1.001 -0.5793 1.0780 -2.5184 -0.66
O 2.469 -0.634 2.705 -1.9765 0.3076 0.9711 -0.49
N -4.033 -2.621 -0.095 1.4744 3.0105 -0.9190 -0.01
H 3.226 -2.138 -0.769 -0.2477 1.2495 0.0013 0.36
H 1.683 -0.764 3.318 1.1652 0.1775 -1.0648 0.38
H -4.375 -3.514 -0.017 -0.7344 -2.2613 0.0496 0.10
N -3.765 -0.533 -0.867 1.4334 -1.5092 -0.5832 -0.47
H -4.760 -2.066 -1.997 -0.4019 0.4292 0.2183 0.41
O -1.937 2.982 1.217 -0.7871 -2.3486 -1.9584 -0.43
O -0.321 3.297 -0.386 -1.4465 -0.8598 1.1607 -0.61
C -2.019 0.361 0.706 -2.2346 1.0457 0.4386 -0.11
H -1.522 3.678 1.620 1.6947 3.1655 1.5799 0.33
C 2.992 -1.036 -0.846 -2.2081 -0.2937 -0.6139 -0.63
C -4.257 -1.726 -1.098 -1.5372 -0.2843 -0.1538 -0.29
H -2.623 -2.518 1.489 0.2052 -0.2801 0.7340 0.46
H -1.079 0.005 1.076 0.2994 -0.1342 0.1351 0.00
C -1.234 2.639 0.092 0.2052 1.0640 0.1538 0.38
O 0.860 -0.651 1.075 0.9702 0.5864 1.0791 -0.60
H 3.167 0.798 0.178 0.1503 -1.1814 0.6529 0.31
C -2.898 -0.757 0.201 -0.7550 0.6499 0.8142 0.47
C 2.001 -0.463 1.441 -0.3642 -1.9098 -0.6660 0.29
H 1.904 -0.887 -1.145 1.2013 -0.5459 0.2435 0.21
H 4.362 -1.492 1.537 -0.2831 -2.6051 1.2404 0.25
H 4.720 -0.041 1.642 1.2765 2.1786 1.9268 0.24
H -2.610 0.915 1.568 1.3124 -1.1612 -1.7267 0.27
C -3.135 -1.993 0.728 0.6329 0.1995 -0.1317 -0.74
C -1.831 1.381 -0.459 2.0262 -0.3357 0.8619 0.09
H 5.095 -0.301 -1.667 -0.2000 -0.0029 -0.1702 0.12
H -1.417 0.520 -2.239 -0.1068 -0.5013 -0.2045 0.27
N -0.883 0.985 -1.523 -2.0240 -2.7702 1.5114 -0.59
C 3.156 -0.300 0.491 1.0464 1.1748 -1.7752 0.35
```
Forces are in eV/Å.

Its total charge is 0. For the highest occupied orbital energy, the calculation gives -8.485 eV. The SMILES is N[C@@H](Cc1c[nH]cn1)C(=O)O.N[C@@H](CS)C(=O)O.


Entry 7:
C9H16N6 | ωB97M-V with the def2-TZVPD basis set

```
31
Properties=species:S:1:pos:R:3:forces:R:3:mulliken_charge:R:1
C -1.946 0.193 -0.801 2.2919 0.0584 0.1341 0.38
H -2.606 -0.388 1.004 -1.6099 -0.3214 1.6783 0.50
H 1.472 -0.240 -3.404 -0.9824 -0.4699 -0.1926 0.36
H 1.315 -1.627 0.078 -0.3591 -0.3603 0.2716 0.37
H -2.239 -1.809 -0.202 -1.7391 -0.4615 -0.2797 0.51
H 1.976 1.844 -1.817 0.0413 -2.0864 -0.4986 0.43
C -0.021 0.493 2.964 -1.0750 -0.3967 -0.0355 0.10
N -0.815 -2.518 1.457 0.2956 -1.0520 1.0538 -0.45
H 3.025 0.728 -0.940 0.1220 -0.4253 0.3696 0.35
H 2.629 -1.350 -2.496 -0.4067 1.3404 -0.0038 0.31
C -0.632 -1.344 0.848 -1.9256 1.4547 -0.0662 0.54
H 1.533 2.493 0.981 2.1427 2.9105 -2.0092 0.61
N 0.386 -1.272 -0.136 -0.6573 -0.2197 -0.8393 -0.41
H 0.781 2.373 3.670 0.2563 -0.1410 -1.1329 0.41
H -0.413 1.214 -1.859 -1.0222 0.2523 -0.1997 0.35
C 2.243 0.727 -1.682 -2.2712 0.6092 2.0262 -0.27
C 0.621 1.730 2.785 0.2223 0.1183 2.7088 -0.99
H -3.881 0.462 -0.939 -0.2269 0.2019 -0.7955 0.27
H -0.465 -0.066 3.828 0.6303 0.9941 -0.8632 0.45
H 3.106 0.181 -3.533 -1.2792 -1.2725 1.9717 0.36
N -0.124 -0.026 1.749 -0.2836 -1.6690 0.2885 -0.11
N 0.513 0.714 0.857 0.5767 1.4102 2.0418 0.22
H -2.866 1.223 -2.212 -0.6661 0.4014 0.0041 0.26
H -1.652 -2.880 1.936 0.6665 0.7799 -0.4931 0.24
C 1.021 1.810 1.481 -2.5134 -2.8603 1.1959 -0.09
N -0.725 0.624 -1.099 0.7544 -0.9928 -0.1944 -0.05
C 2.304 -0.300 -2.739 2.4643 1.3143 -2.2094 -0.99
N -2.989 0.699 -1.360 -0.7688 -0.4143 0.0941 -0.30
C 0.443 0.100 -0.405 3.3185 1.8469 -3.3161 -0.58
C -2.052 -0.868 0.266 3.7445 0.3714 -1.2168 -1.02
H 0.057 -2.920 1.719 0.2593 -0.9210 0.5075 0.25
```
Forces are in eV/Å.

Its total charge is +2. For the highest occupied orbital energy, the calculation gives -16.441 eV.


Entry 8:
C9H16NO | ωB97M-V with the def2-TZVPD basis set

```
27
Properties=species:S:1:pos:R:3:forces:R:3:mulliken_charge:R:1
H 2.090 0.067 3.135 -0.7566 0.7620 2.8119 0.33
H -0.548 -1.379 1.304 0.7450 -0.8992 -1.4957 0.36
C -1.869 1.771 0.465 -2.0451 1.9448 -0.9165 -1.27
H 2.453 -0.224 -0.371 3.6609 -0.0269 -0.9898 0.36
H 1.567 0.871 -2.109 -0.7623 -0.3429 1.4656 0.38
C -1.843 0.335 0.425 -0.3574 -2.4468 2.2435 0.26
H -3.175 0.103 1.815 0.1024 0.2400 0.4277 0.43
H 0.544 1.472 -0.671 0.6674 0.7338 -0.1939 0.37
C 1.351 0.166 1.264 -2.4050 2.3557 0.7832 -0.17
N 1.519 -0.221 -0.195 -1.1834 -0.2610 0.8409 0.23
C -1.214 -0.571 -0.572 2.5709 0.7019 0.6744 0.54
H -2.872 2.262 0.893 2.2328 -1.0828 -1.1525 0.39
H 3.236 -0.474 1.984 1.7700 -0.4705 -0.5959 0.36
H -2.080 -0.991 -0.884 -2.8501 -1.9847 -1.4596 0.52
H -1.467 2.205 -0.499 -1.1724 -0.3869 0.7677 0.31
C 2.328 0.021 2.150 -0.6601 -0.7673 -3.2811 -1.14
H -0.686 -2.675 0.119 -1.0060 -1.5894 -0.6342 0.37
O -2.505 -0.422 1.357 1.1252 2.0394 -2.5516 -0.36
C -0.382 -1.686 0.217 0.2779 2.4624 1.8851 -0.79
H -1.053 2.032 1.094 0.7167 0.1660 1.2444 0.39
C 1.087 -1.600 -0.130 2.5491 -3.3835 0.2685 -0.78
H 1.425 -2.164 -1.032 -0.9724 0.6820 -0.0778 0.43
C 0.860 0.615 -1.251 -0.5560 1.3798 -0.3310 -0.66
H 1.876 -2.151 0.613 -2.5213 1.4068 -1.1219 0.42
H -0.065 -0.756 -2.415 -0.7067 -1.0484 -0.4044 0.48
H -1.006 0.666 -2.441 -0.3832 0.7602 -0.0603 0.41
C -0.461 0.020 -1.790 1.9196 -0.9445 1.8534 -1.15
```
Forces are in eV/Å.

Its total charge is +1. For the highest occupied orbital energy (spin up / spin down), the calculation gives -10.769 / -10.770 eV.


Which E belongs to each record? In order, -16662.3005 -21848.8776 -14056.2649 -14054.6003 -18148.0863 -34577.7360 -18513.6566 -13117.3658 eV.
Which relative energy (zero: lowest compared OMol25 entry of this formula, charge and spin) belongs to each record? In order, 161.58 16.18 42.41 80.79 94.37 33.50 48.24 149.68 kcal per mole.